Formula: C3H8N5
Source: the OMol25 dataset
Level of theory: the ωB97M-V functional and the def2-TZVPD basis

Results
SMILES ... NCc1[nH]nc[n+]1N
Charge ... +1
HOMO-LUMO gap ... 10.36 eV
E_HOMO ... -13.75 eV
Energy above the lowest of the compared OMol25 structures with the same formula, charge and spin ... 2.146 eV

Last column: natural (NBO) charge in e.
CARTESIAN COORDINATES (ANGSTROEM)
N1 -2.281 -0.945 -0.375  -0.86
C1 -1.012 -0.774 -0.959  -0.27
C2 -0.136 -0.080 0.078  0.41
N2 -0.376 -0.020 1.367  -0.29
N3 0.560 0.545 2.131  -0.20
C3 1.504 0.874 1.311  0.17
N4 1.180 0.541 0.039  -0.15
N5 1.924 0.859 -1.066  -0.65
H1 -3.066 -0.700 -0.875  0.41
H2 -2.380 -1.431 0.544  0.39
H3 -1.085 0.031 -1.724  0.26
H4 -0.553 -1.804 -1.182  0.24
H5 -1.246 -0.143 1.731  0.43
H6 2.469 1.301 1.611  0.25
H7 1.865 0.173 -1.788  0.42
H8 2.632 1.573 -0.842  0.43

Formula: C3H8N5O
Source: the OMol25 dataset
Level of theory: the ωB97M-V functional and the def2-TZVPD basis

Results
Charge ... +1
HOMO-LUMO gap ... 10.23 eV
E_HOMO ... -12.97 eV
Energy above the lowest of the compared OMol25 structures with the same formula, charge and spin ... 0.961 eV

Last column: natural (NBO) charge in e.
CARTESIAN COORDINATES (ANGSTROEM)
C1 -3.236 -1.876 -0.376  0.26
C2 1.871 -2.170 0.064  0.01
C3 0.528 0.597 0.096  0.78
N1 -2.210 -1.494 -0.069  -0.40
N2 0.852 -1.607 -0.353  -0.28
N3 0.165 -0.653 0.406  -0.47
N4 -0.281 1.605 0.234  -0.42
N5 0.199 2.969 0.171  -0.67
O1 1.749 0.830 -0.401  -0.63
H1 -4.070 -2.500 -0.557  0.26
H2 2.430 -2.973 -0.521  0.21
H3 2.243 -2.046 1.037  0.17
H4 -1.328 1.453 0.415  0.43
H5 -0.230 3.641 0.819  0.41
H6 -0.860 -0.921 0.284  0.43
H7 0.152 3.322 -0.777  0.38
H8 2.025 1.822 -0.469  0.55

Formula: C3H8NO
Source: the OMol25 dataset
Level of theory: the ωB97M-V functional and the def2-TZVPD basis

Results
Charge ... -1
HOMO-LUMO gap ... 7.11 eV
E_HOMO ... -2.52 eV
Energy above the lowest of the compared OMol25 structures with the same formula, charge and spin ... 1.459 eV

Last column: natural (NBO) charge in e.
CARTESIAN COORDINATES (ANGSTROEM)
C1 0.379 2.153 -0.541  -0.20
O1 0.361 1.291 0.503  -0.98
H1 1.401 2.543 -0.715  0.10
H2 -0.406 2.968 -0.483  0.09
H3 0.015 1.741 -1.532  0.06
C2 -0.677 -1.455 1.229  -0.49
C3 0.251 -1.307 -0.857  -0.09
N1 -0.314 -2.096 -0.041  -0.45
H4 -1.740 -1.293 1.416  0.18
H5 -0.296 -1.955 2.118  0.17
H6 -0.200 -0.467 1.233  0.27
H7 0.651 -1.843 -1.716  0.13
H8 0.575 -0.280 -0.613  0.24

Formula: C3H8NO
Source: the OMol25 dataset
Level of theory: the ωB97M-V functional and the def2-TZVPD basis

Results
Charge ... -1
HOMO-LUMO gap ... 7.12 eV
E_HOMO ... -2.74 eV
Energy above the lowest of the compared OMol25 structures with the same formula, charge and spin ... 0.816 eV

Last column: natural (NBO) charge in e.
CARTESIAN COORDINATES (ANGSTROEM)
C1 0.842 -1.682 0.129  -0.39
C2 1.613 -1.394 1.170  -0.45
H1 -0.195 -1.294 0.040  0.29
H2 1.286 -2.200 -0.719  0.16
H3 1.196 -0.917 2.051  0.18
H4 2.687 -1.555 1.159  0.16
N1 -0.741 2.161 -0.255  -0.91
C3 -1.128 0.861 -0.944  0.13
O1 -1.618 -0.070 -0.132  -0.95
H5 -1.632 2.510 0.105  0.32
H6 -0.302 1.819 0.600  0.33
H7 -1.831 1.196 -1.745  0.06
H8 -0.178 0.565 -1.459  0.06

Formula: C3H8NO
Source: the OMol25 dataset
Level of theory: the ωB97M-V functional and the def2-TZVPD basis

Results
<S²> ... 0.756
Charge ... -2
HOMO-LUMO gap (alpha / beta) ... 3.83 / 4.14 eV
E_HOMO (alpha / beta) ... 3.63 / 3.27 eV
Energy above the lowest of the compared OMol25 structures with the same formula, charge and spin ... 7.148 eV
Spin multiplicity ... 2

Last column: natural (NBO) charge in e.
CARTESIAN COORDINATES (ANGSTROEM)
C1 -0.774 -0.641 0.654  -0.41
C2 -0.068 0.744 0.705  -0.58
C3 1.433 0.717 0.187  -0.03
O1 2.193 1.731 0.602  -0.89
N1 -1.785 -1.388 -0.149  -1.19
H1 -0.380 -1.247 -0.113  0.28
H2 -0.742 -1.129 1.581  0.13
H3 -0.096 1.379 1.685  0.16
H4 0.381 1.172 -0.348  0.28
H5 1.696 -0.305 -0.213  0.09
H6 0.623 -0.273 -1.820  -0.03
H7 -2.343 -0.671 -0.734  0.23
H8 -0.138 -0.089 -2.038  -0.02

Formula: C3H8NO
Source: the OMol25 dataset
Level of theory: the ωB97M-V functional and the def2-TZVPD basis

Results
SMILES ... [NH3+]CCC=O
Charge ... +1
HOMO-LUMO gap ... 10.37 eV
E_HOMO ... -14.34 eV
Energy above the lowest of the compared OMol25 structures with the same formula, charge and spin ... 0.477 eV

Last column: natural (NBO) charge in e.
CARTESIAN COORDINATES (ANGSTROEM)
N1 0.543 -1.487 0.241  -0.67
C1 -0.634 -0.568 -0.018  -0.23
C2 -0.057 0.726 -0.673  -0.56
C3 -0.080 1.835 0.394  0.44
O1 -0.808 1.811 1.331  -0.47
H1 0.314 -2.436 0.539  0.45
H2 1.203 -1.445 -0.535  0.44
H3 1.068 -1.050 1.004  0.44
H4 -1.192 -0.442 0.907  0.27
H5 -1.332 -1.122 -0.650  0.24
H6 0.958 0.616 -1.084  0.23
H7 -0.580 0.878 -1.616  0.29
H8 0.599 2.683 0.159  0.14

Formula: C3H8NO
Source: the OMol25 dataset
Level of theory: the ωB97M-V functional and the def2-TZVPD basis

Results
Charge ... +1
HOMO-LUMO gap ... 10.60 eV
E_HOMO ... -16.19 eV
Energy above the lowest of the compared OMol25 structures with the same formula, charge and spin ... 2.860 eV

Last column: natural (NBO) charge in e.
CARTESIAN COORDINATES (ANGSTROEM)
C1 1.410 1.030 -0.026  -0.75
C2 0.431 -1.290 -0.110  -0.79
C3 0.183 0.148 -0.007  0.75
N1 -2.216 0.005 0.162  -0.45
O1 -0.966 0.744 0.236  -0.28
H1 2.222 0.390 -0.534  0.27
H2 0.905 -1.484 0.840  0.30
H3 0.926 -1.689 -1.045  0.31
H4 -0.517 -1.930 -0.145  0.29
H5 1.894 1.439 0.870  0.31
H6 1.181 1.898 -0.658  0.29
H7 -2.730 0.225 0.921  0.37
H8 -2.723 0.516 -0.506  0.37

Formula: C3H8NO
Source: the OMol25 dataset
Level of theory: the ωB97M-V functional and the def2-TZVPD basis

Results
Charge ... +1
HOMO-LUMO gap ... 7.68 eV
E_HOMO ... -15.02 eV
Energy above the lowest of the compared OMol25 structures with the same formula, charge and spin ... 5.368 eV

Last column: Löwdin charge in e.
CARTESIAN COORDINATES (ANGSTROEM)
C1 -0.185 -0.817 1.095  -0.09
C2 -0.884 -0.866 -0.230  -0.09
C3 -0.088 -0.849 -1.366  0.13
O1 -0.195 2.124 -0.580  -0.06
N1 0.956 0.013 1.071  0.22
H1 0.849 -1.273 0.758  0.21
H2 -0.699 -1.340 1.907  0.17
H3 -1.926 -0.620 -0.414  0.13
H4 -0.488 -0.938 -2.357  0.09
H5 0.867 -0.382 -1.192  0.07
H6 1.400 0.024 2.011  0.14
H7 -0.203 3.084 -0.634  0.05
H8 0.596 1.840 -0.068  0.02